No. 1
Density functional theory data (wB97M-V/def2-TZVPD) for a single C5H10O2 molecule.

Geometry as XYZ:
```
17
Properties=species:S:1:pos:R:3:forces:R:3:mulliken_charge:R:1
C 2.426523 -0.640472 0.194690 -0.2 0.2 -0.2 -0.72
O 1.484873 0.204468 -0.450180 -0.2 0.1 0.4 -0.35
C 0.136083 -0.084482 -0.087220 0.6 0.4 -0.5 0.34
C -0.513417 -0.856582 -1.228820 -0.5 -0.2 -0.2 -1.29
C -0.648027 1.212428 0.173750 1.0 2.1 -0.1 0.51
C -1.951837 1.077608 0.919860 -0.3 -0.4 -0.4 -1.06
O -0.237467 2.329418 -0.144950 -0.6 -2.2 0.3 -0.56
H 3.429523 -0.351222 -0.129870 -0.2 0.0 0.0 0.25
H 2.256213 -1.685782 -0.079880 0.1 -0.1 0.1 0.29
H 2.366223 -0.521102 1.281080 0.0 -0.1 0.0 0.31
H 0.109513 -0.672732 0.838700 0.0 0.0 0.0 0.32
H -1.465007 -1.299242 -0.918700 0.1 0.0 -0.1 0.35
H -0.716157 -0.197932 -2.081270 0.1 0.0 0.2 0.34
H 0.140813 -1.656862 -1.589780 -0.1 0.1 0.2 0.33
H -1.782177 1.295328 1.977110 0.0 0.0 -0.1 0.28
H -2.355677 0.067728 0.820920 0.0 0.0 0.2 0.33
H -2.679997 1.779428 0.504560 0.2 0.0 0.2 0.33
```
Forces are in eV/Å.

HOMO energy in eV: -9.485
Max |F| in hartree/bohr: 0.0442
Spin multiplicity: 1
SMILES string: CO[C@H](C)C(C)=O
LUMO level in eV: 0.89

***

No. 2
Density functional theory data (wB97M-V/def2-TZVPD) for a molecular structure, C5H10O2.

Geometry as XYZ:
```
17
Properties=species:S:1:pos:R:3:forces:R:3:mulliken_charge:R:1
C 2.019884 1.228288 -0.342821 0.3 0.1 0.0 -0.76
O 0.659392 0.941849 -0.141896 -0.1 0.1 0.0 -0.32
C 0.347017 -0.410821 -0.393769 0.0 -0.3 -0.1 0.18
C 0.795338 -1.424498 0.631396 0.3 0.2 -0.1 -0.68
O -1.028704 -1.406751 1.126313 0.1 -0.1 0.2 -0.45
C -1.141624 -0.681140 -0.135202 -0.1 0.2 -0.3 0.18
C -2.034750 0.520461 0.057997 0.0 0.0 0.0 -1.36
H 2.669893 0.660563 0.340232 -0.1 0.0 -0.1 0.30
H 2.333008 1.010384 -1.375532 -0.1 0.0 0.1 0.31
H 2.161495 2.293150 -0.148589 0.0 -0.1 0.0 0.26
H 0.674501 -0.678188 -1.410357 0.0 0.1 0.1 0.39
H 1.279682 -0.953904 1.495439 -0.1 0.0 -0.1 0.13
H -0.391771 -2.212070 0.887534 -0.4 -0.1 0.1 0.51
H -1.562349 -1.348540 -0.896356 0.1 0.1 0.1 0.28
H -2.121594 1.082027 -0.876729 0.0 -0.1 0.1 0.34
H -3.033698 0.193856 0.362400 0.1 0.0 0.0 0.37
H -1.625720 1.185342 0.819945 0.0 -0.1 -0.1 0.31
```
Forces are in eV/Å.

HOMO energy in eV: -8.704
Max |F| in hartree/bohr: 0.0077
Spin multiplicity: 1
LUMO level in eV: 0.72

***

No. 3
Density functional theory data (wB97M-V/def2-TZVPD) for 2 unconnected molecules or ions with the total composition C5H10O2.

Geometry as XYZ:
```
17
Properties=species:S:1:pos:R:3:forces:R:3:mulliken_charge:R:1
C 1.224887 -0.953183 -1.584795 0.1 -0.1 0.0 -1.27
C 0.176911 0.084926 -1.192120 0.0 0.1 -0.1 -0.56
C -0.673581 -0.335491 0.003522 0.2 0.0 -0.2 0.48
C 0.114889 -0.772703 1.229122 0.2 0.1 0.2 -0.29
O 1.250762 -0.448209 1.462054 -0.4 -0.1 -0.2 -0.43
C -1.619538 0.763131 0.468221 0.0 0.4 -0.2 -0.27
O -1.672419 1.858925 -0.034353 -0.1 -0.7 0.3 -0.44
H 1.692196 -0.696879 -2.540016 -0.1 0.0 0.1 0.37
H 2.014067 -1.009023 -0.832165 -0.1 0.0 -0.1 0.32
H 0.779413 -1.950156 -1.683873 0.1 0.1 0.0 0.31
H 0.651563 1.046783 -0.979896 0.0 -0.1 0.0 0.30
H -0.508533 0.265884 -2.027154 0.1 0.0 0.1 0.40
H -1.313877 -1.193310 -0.262583 0.0 0.1 0.1 0.33
H -0.445453 -1.407811 1.947467 0.0 0.1 0.0 0.39
H -2.265907 0.489768 1.328983 0.0 0.1 -0.1 0.35
H 0.573809 1.881148 2.332638 0.0 0.1 0.0 -0.13
H 0.020810 2.376200 2.364949 0.0 0.0 0.0 0.14
```
Forces are in eV/Å.

HOMO energy in eV: -10.059
Max |F| in hartree/bohr: 0.0146
Spin multiplicity: 1
SMILES string: CCC(C=O)C=O.[H][H]
LUMO level in eV: 0.41

***

No. 4
Density functional theory data (wB97M-V/def2-TZVPD) for 2 unconnected molecules or ions with the total composition C5H10O2.

Geometry as XYZ:
```
17
Properties=species:S:1:pos:R:3:forces:R:3:mulliken_charge:R:1
C 1.995508 -0.048729 -0.727613 -0.1 -0.1 0.2 -1.83
C 0.812943 0.317084 0.184964 0.0 -0.4 0.5 0.53
O 0.060888 1.253379 -0.582723 0.0 -0.4 0.1 -0.39
C -1.257631 1.361254 -0.077244 -0.3 0.0 -0.1 -0.51
C -1.545834 0.003343 0.556531 -0.4 0.0 -0.3 -0.69
C -0.306196 -0.859348 0.531290 -0.6 -0.5 0.6 -0.06
O -0.009470 -1.987661 -0.189518 -0.3 -0.2 -1.3 -0.40
H 2.578090 0.852784 -0.961297 -0.3 -0.2 0.2 0.36
H 1.657277 -0.436325 -1.698814 0.0 0.0 0.3 0.47
H 2.674636 -0.763697 -0.255478 -0.1 0.0 0.0 0.43
H 1.197799 0.808777 1.085711 -0.1 -0.1 0.1 0.26
H -1.933524 1.590631 -0.901019 0.2 0.1 -0.1 0.28
H -1.314931 2.174531 0.666273 0.0 -0.2 -0.2 0.28
H -1.779577 0.127881 1.619363 0.0 0.0 -0.3 0.30
H -2.314440 -0.669860 0.165420 -0.5 0.6 -0.4 0.50
H -1.337835 -1.835603 1.244873 2.6 1.3 0.8 0.16
H 0.822292 -1.888439 -0.660717 0.0 0.2 -0.3 0.31
```
Forces are in eV/Å.

HOMO energy in eV: -8.245
Max |F| in hartree/bohr: 0.0590
Spin multiplicity: 1
LUMO level in eV: 0.71

***

No. 5
Density functional theory data (wB97M-V/def2-TZVPD) for a single C5H10O2 molecule.

Geometry as XYZ:
```
17
Properties=species:S:1:pos:R:3:forces:R:3:mulliken_charge:R:1
C 0.802430 2.304553 -0.521946 0.0 0.1 -0.1 -1.21
C 1.009056 0.846010 -0.153398 0.1 0.0 0.0 -0.52
C -0.292043 0.069174 -0.147918 0.3 0.0 0.2 0.39
O -0.881248 0.111282 -1.431231 -0.3 -0.1 -0.1 -0.54
C -0.015880 -1.347102 0.263254 0.4 0.2 -0.1 -0.73
C -1.095979 -2.936420 1.391329 -0.4 0.3 0.4 -0.31
O -1.300831 -1.944719 0.561286 0.4 -0.4 0.8 -0.15
H 1.753872 2.842809 -0.532188 -0.1 0.0 0.0 0.37
H 0.341147 2.376738 -1.510034 0.1 0.1 0.1 0.29
H 0.138192 2.792667 0.200979 0.1 0.0 -0.1 0.30
H 1.694832 0.355986 -0.855956 0.0 0.1 0.0 0.36
H 1.454803 0.761023 0.847233 -0.1 0.0 -0.2 0.33
H -0.975928 0.503567 0.603864 0.1 0.0 -0.2 0.21
H -1.644956 -0.481912 -1.406448 0.1 0.2 -0.1 0.35
H 0.531447 -1.362779 1.206758 0.2 0.1 -0.3 0.45
H 0.517908 -1.935236 -0.487332 -0.2 0.1 -0.1 0.24
H -2.036823 -2.955640 1.971748 -0.6 -0.7 -0.4 0.16
```
Forces are in eV/Å.

HOMO energy in eV: -8.748
Max |F| in hartree/bohr: 0.0192
Spin multiplicity: 1
LUMO level in eV: 0.41

***

No. 6
Density functional theory data (wB97M-V/def2-TZVPD) for a molecular structure, C5H10O2.

Geometry as XYZ:
```
17
Properties=species:S:1:pos:R:3:forces:R:3:mulliken_charge:R:1
C 0.626918 -2.118184 0.055141 0.0 0.0 0.1 -1.04
C 0.775986 -0.928947 -0.871270 0.0 -0.1 -0.1 0.20
O -0.046334 -0.777124 -1.813491 0.1 0.2 0.2 -0.58
C 0.428171 0.504702 0.660287 0.3 0.1 0.0 -0.28
C -0.092201 1.658100 0.097926 0.1 -0.1 0.0 -0.43
C -1.344089 1.366855 0.891999 -0.3 0.2 0.0 -0.28
O -0.744118 0.127403 1.343436 0.0 -0.1 0.1 -0.39
H 0.707072 -3.032109 -0.543399 0.0 0.1 0.1 0.33
H 1.416844 -2.131327 0.814221 -0.1 0.0 -0.1 0.31
H -0.349048 -2.103591 0.546675 0.1 0.0 -0.1 0.31
H 1.809926 -0.565575 -1.026472 -0.2 0.0 0.0 0.38
H -0.574296 0.575702 -1.790510 0.1 -0.2 0.1 0.15
H 1.395176 0.277897 1.094863 -0.1 0.0 -0.1 0.50
H 0.369650 2.589481 -0.204653 -0.1 -0.2 0.0 0.42
H -0.612346 1.297919 -1.349734 -0.1 0.1 -0.1 -0.11
H -2.284849 1.209525 0.358018 0.1 0.0 0.1 0.28
H -1.482462 2.049274 1.736964 0.0 -0.1 -0.1 0.23
```
Forces are in eV/Å.

HOMO energy in eV: -8.525
Max |F| in hartree/bohr: 0.0069
Spin multiplicity: 1
LUMO level in eV: 0.56

***

No. 7
Density functional theory data (wB97M-V/def2-TZVPD) for a single C5H10O2 molecule.

Geometry as XYZ:
```
17
Properties=species:S:1:pos:R:3:forces:R:3:mulliken_charge:R:1
C 1.003614 -1.219327 -0.937427 -0.1 0.2 -0.2 -0.62
C 1.282000 -0.071050 -0.327850 0.3 -0.2 -0.1 -0.53
C 0.778189 0.206321 1.061712 -0.1 0.1 -0.2 0.31
O 0.990456 -0.891738 1.938536 0.2 -0.3 0.0 -0.57
C -0.757242 0.439498 1.025763 0.1 0.2 0.3 -0.70
O -1.431038 -0.195319 -0.029957 -0.1 0.0 0.0 -0.35
C -1.584830 0.608973 -1.179009 -0.1 0.2 -0.2 -0.73
H 0.412469 -1.975391 -0.426596 0.2 0.1 -0.1 0.25
H 1.240639 -1.396361 -1.985185 0.2 0.0 0.3 0.30
H 1.832786 0.717900 -0.833425 -0.1 -0.1 0.0 0.39
H 1.264022 1.103064 1.483039 -0.2 -0.2 -0.1 0.32
H 1.885198 -1.231479 1.786694 -0.3 0.1 0.0 0.35
H -0.951964 1.519496 1.022068 -0.1 -0.1 0.0 0.32
H -1.154905 0.004867 1.944385 0.0 0.1 0.1 0.35
H -0.702677 1.234456 -1.381958 -0.2 -0.2 0.1 0.34
H -2.464449 1.260153 -1.075337 0.1 0.0 0.0 0.30
H -1.738395 -0.044423 -2.044363 0.0 0.1 0.2 0.26
```
Forces are in eV/Å.

HOMO energy in eV: -9.561
Max |F| in hartree/bohr: 0.0076
Spin multiplicity: 1
SMILES string: C=C[C@H](O)COC
LUMO level in eV: 1.00

***

No. 8
Density functional theory data (wB97M-V/def2-TZVPD) for 2 unconnected molecules or ions with the total composition C5H10O2.

Geometry as XYZ:
```
17
Properties=species:S:1:pos:R:3:forces:R:3:mulliken_charge:R:1
C 0.753887 -0.930618 -1.473977 0.0 0.1 0.1 -0.99
C 0.580725 -0.258024 -0.333585 0.0 -0.1 -0.1 0.81
C 1.342909 -0.557749 0.929012 0.0 -0.1 0.0 -1.14
C -0.470212 0.811049 -0.231647 -0.1 0.1 0.2 0.72
C -0.703195 1.719680 -1.413705 -0.1 0.0 0.0 -1.19
O -1.087830 0.977972 0.807669 0.3 -0.1 -0.4 -0.63
H 1.467929 -1.748620 -1.535272 -0.1 0.1 0.0 0.28
H 0.178343 -0.729960 -2.373545 0.1 0.0 0.2 0.21
H 2.097084 -1.328629 0.746752 -0.1 0.1 0.0 0.35
H 0.662317 -0.901572 1.714942 0.2 0.0 -0.1 0.30
H 1.845254 0.340244 1.308329 -0.1 -0.1 -0.1 0.28
H 0.201433 2.315599 -1.577231 -0.1 -0.1 0.0 0.32
H -1.545160 2.381963 -1.205936 0.1 -0.1 0.0 0.32
H -0.887850 1.158480 -2.333737 0.0 0.1 0.1 0.34
O -1.374655 -1.156672 2.702781 -0.1 0.0 -0.1 -0.68
H -1.720632 -1.778391 2.051527 0.0 0.0 0.2 0.31
H -1.340347 -0.314752 2.217624 0.0 -0.1 0.0 0.38
```
Forces are in eV/Å.

HOMO energy in eV: -10.185
Max |F| in hartree/bohr: 0.0091
Spin multiplicity: 1
SMILES string: C=C(C)C(C)=O.O
LUMO level in eV: 0.43